C44H67Br20F2NO6SSi as an isolated structure in a non-equilibrium geometry. Source: OMol25; level of theory: wB97M-V/def2-TZVPD.

Results
E_LUMO in eV: -0.2
Frontier orbital gap in hartree: 0.24005
HOMO level in eV: -6.8
DFT total energy in Ha: -54590.090438

Atoms and positions in Å:
C1 3.58 -2.11 1.29
C2 2.82 -2.91 0.39
C3 1.43 -2.42 -0.22
C4 1.40 -2.38 -1.84
C5 2.28 -1.06 -2.16
C6 2.96 -1.05 -3.57
O1 4.15 -1.03 -3.77
C7 2.11 -3.60 -2.51
O2 3.48 -3.77 -2.35
S1 1.13 -5.06 -1.92
O3 1.50 -5.50 -0.56
O4 1.50 -6.19 -2.77
O5 -0.40 -4.55 -1.82
C8 -0.87 -3.57 -2.80
C9 -0.60 -4.14 -4.24
Br1 0.13 -3.13 -5.79
C10 -0.81 -5.46 -4.60
C11 -1.40 -6.54 -3.65
Br2 -0.41 -6.17 -6.39
C12 -2.46 -3.55 -2.51
F1 -3.09 -2.31 -2.63
F2 -3.19 -4.24 -3.53
C13 -2.92 -4.19 -1.16
C14 -4.35 -3.66 -0.63
Si1 -5.86 -4.50 -1.44
C15 -7.21 -4.66 -0.07
C16 -5.49 -6.23 -2.17
C17 -6.50 -3.26 -2.77
C18 -6.16 -3.33 -4.20
C19 -6.67 -2.30 -5.11
C20 -7.53 -1.17 -4.67
C21 -7.84 -1.13 -3.23
C22 -7.34 -2.15 -2.27
C23 -0.14 -2.19 -2.40
C24 -0.83 -1.46 -1.17
C25 -0.73 -0.11 -0.87
N1 -0.03 -1.16 -3.44
C26 -1.03 -0.68 -3.96
O6 -2.02 -0.25 -4.38
H1 4.27 -1.29 0.94
H2 3.42 -2.30 2.39
H3 3.29 -3.90 0.11
H4 1.38 -1.39 0.23
H5 0.69 -3.15 0.21
H6 3.16 -0.96 -1.45
H7 1.70 -0.11 -1.95
H8 2.29 -1.08 -4.50
H9 1.93 -3.51 -3.63
H10 3.87 -4.33 -3.05
H11 -2.15 -7.15 -4.26
H12 -1.95 -6.15 -2.77
H13 -0.64 -7.30 -3.31
H14 -3.04 -5.32 -1.21
H15 -2.24 -4.01 -0.28
H16 -4.40 -2.54 -0.58
H17 -4.36 -4.00 0.45
H18 -7.42 -3.60 0.25
H19 -8.13 -5.16 -0.48
H20 -6.83 -5.23 0.83
H21 -6.42 -6.57 -2.73
H22 -4.67 -6.23 -2.93
H23 -5.33 -7.02 -1.38
H24 -5.52 -4.15 -4.59
H25 -6.38 -2.34 -6.19
H26 -7.89 -0.39 -5.37
H27 -8.46 -0.27 -2.87
H28 -7.62 -2.00 -1.21
H29 -1.42 -2.08 -0.43
H30 -1.26 0.65 -1.52
H31 -0.20 0.29 0.04
Br3 -1.04 -1.81 2.68
C27 0.23 -0.69 3.66
C28 -0.36 0.67 3.96
Br4 -0.35 1.80 2.37
H32 1.14 -0.65 3.06
H33 0.43 -1.23 4.58
H34 0.25 1.19 4.69
H35 -1.39 0.62 4.31
Br5 6.45 0.93 2.28
C29 6.73 1.37 0.40
C30 5.56 2.14 -0.15
Br6 4.04 0.96 -0.51
H36 6.91 0.43 -0.11
H37 7.63 1.98 0.38
H38 5.81 2.57 -1.12
H39 5.20 2.92 0.51
Br7 -5.25 5.04 2.07
C31 -3.69 4.55 0.96
C32 -4.03 3.40 0.05
Br8 -4.06 1.71 1.01
H40 -2.86 4.32 1.63
H41 -3.44 5.43 0.38
H42 -3.26 3.27 -0.72
H43 -5.00 3.50 -0.44
Br9 6.04 5.83 0.62
C33 5.04 6.84 -0.71
C34 4.20 5.92 -1.57
Br10 5.29 4.99 -2.89
H44 5.77 7.41 -1.28
H45 4.41 7.52 -0.14
H46 3.48 6.50 -2.15
H47 3.67 5.16 -1.00
Br11 -3.32 6.38 2.36
C35 -3.39 8.25 2.93
C36 -2.38 9.10 2.20
Br12 -0.58 8.82 2.90
H48 -3.25 8.26 4.01
H49 -4.40 8.58 2.70
H50 -2.58 10.16 2.35
H51 -2.33 8.89 1.13
Br13 4.89 4.11 4.21
C37 6.12 5.31 5.12
C38 5.49 6.65 5.37
Br14 5.43 7.72 3.75
H52 7.02 5.36 4.50
H53 6.36 4.81 6.06
H54 6.09 7.23 6.07
H55 4.47 6.58 5.75
Br15 6.73 11.22 5.90
C39 7.45 10.70 7.64
C40 7.27 9.22 7.89
Br16 5.43 8.81 8.37
H56 6.96 11.32 8.38
H57 8.50 10.95 7.60
H58 7.86 8.90 8.74
H59 7.52 8.61 7.02
Br17 8.59 -0.68 -3.39
C41 8.18 -2.33 -4.33
C42 6.85 -2.89 -3.91
Br18 6.96 -3.76 -2.17
H60 9.01 -3.02 -4.15
H61 8.17 -2.06 -5.39
H62 6.53 -3.67 -4.60
H63 6.07 -2.14 -3.84
Br19 -9.58 -6.49 2.72
C43 -8.58 -6.29 4.38
C44 -8.35 -4.83 4.71
Br20 -6.94 -4.07 3.60
H64 -7.65 -6.85 4.26
H65 -9.19 -6.76 5.14
H66 -8.00 -4.72 5.73
H67 -9.24 -4.22 4.56